1.
Entry from the Open Molecules 2025 dataset: a 2-piece molecular cluster, C2H4NO2 overall at a distorted geometry (wB97M-V/def2-TZVPD).

```
9
Properties=species:S:1:pos:R:3:forces:R:3:lowdin_charge:R:1
C 0.087 -1.443 -1.384 -0.21 -1.12 -1.96 -0.143
C -0.199 -0.297 -0.376 -0.07 0.87 -0.50 -0.003
N -0.017 1.396 1.701 -2.59 -1.46 -1.47 0.335
O 0.774 -1.343 -2.358 -0.27 0.48 1.53 0.175
O 0.684 0.182 0.313 -0.66 0.31 0.74 0.154
H -0.630 -2.307 -1.296 0.46 0.47 0.55 0.166
H -1.271 0.051 -0.516 0.96 -0.02 0.96 0.192
H 0.504 1.429 2.531 1.99 -0.97 1.64 0.059
H 0.067 2.332 1.385 0.38 1.44 -1.49 0.066
```
Forces are in eV/Å.

For the energy relative to the best compared isomer or geometry (same formula, charge and spin), the calculation gives 524.5 kJ/mol. Its spin multiplicity is 1. The molecular weight comes out at 74.06 g mol⁻¹. The total energy is -283.35640 hartree. As for the charge: +1. The value obtained for the highest occupied orbital energy (alpha / beta) is -15.79 / -15.72 eV.

***

2.
Entry from the Open Molecules 2025 dataset: an isolated ion of composition C2H4NO2 and charge +1 at a distorted geometry (wB97M-V/def2-TZVPD).

```
9
Properties=species:S:1:pos:R:3:forces:R:3:lowdin_charge:R:1
C 0.154 -0.802 0.560 -0.19 -0.81 1.30 0.040
C -0.637 0.226 -0.190 2.40 -2.04 1.48 -0.032
O -0.253 0.477 -1.657 0.29 0.09 -0.37 0.280
N 0.210 1.175 -0.656 -1.22 -0.47 -0.99 -0.189
O 1.057 1.881 -0.447 2.35 2.50 -0.06 0.395
H 0.761 -1.404 -0.072 0.79 -0.11 -1.01 0.106
H -0.494 -1.532 0.981 -0.96 -0.48 0.40 0.093
H 0.798 -0.508 1.442 -0.78 0.64 -1.17 0.150
H -1.596 0.486 0.037 -2.68 0.69 0.43 0.158
```
Forces are in eV/Å.

For the energy relative to the best compared isomer or geometry (same formula, charge and spin), the calculation gives 558.0 kJ/mol. Its spin multiplicity is 1. The molecular weight comes out at 74.06 g mol⁻¹. The total energy is -283.34362 hartree. As for the charge: +1. Its structure (SMILES) is C[C@@H]1O[N+]1=O. The value obtained for the highest occupied orbital energy is -18.58 eV.

***

3.
Entry from the Open Molecules 2025 dataset: a 3-piece molecular cluster, C2H4NO2P overall at a distorted geometry (wB97M-V/def2-TZVPD).

```
10
Properties=species:S:1:pos:R:3:forces:R:3:lowdin_charge:R:1
C -0.117 0.078 0.133 3.81 -0.57 2.74 -0.327
C -1.139 0.830 0.343 -1.16 0.86 -1.99 -0.022
N -1.406 -0.559 0.326 -2.39 -1.16 -1.35 0.010
O 2.551 0.639 0.556 0.48 1.67 -0.61 -0.272
O 1.671 -1.396 1.791 -1.48 0.20 -0.02 -0.273
P 1.463 -0.200 0.976 0.11 -1.28 -0.70 0.607
H 0.213 -0.206 -2.275 0.28 0.85 -2.67 0.011
H -1.771 1.638 0.024 0.17 0.65 0.89 0.129
H 0.301 0.058 -3.074 -0.27 -0.88 2.55 0.053
H -1.765 -0.882 1.201 0.45 -0.34 1.15 0.084
```
Forces are in eV/Å.

For the energy relative to the best compared isomer or geometry (same formula, charge and spin), the calculation gives 524.0 kJ/mol. Its spin multiplicity is 1. The molecular weight comes out at 105.03 g mol⁻¹. The total energy is -625.03169 hartree. The value obtained for the highest occupied orbital energy (alpha / beta) is -9.47 / -9.47 eV.

***

4.
Entry from the Open Molecules 2025 dataset: C2H4NO2P in the gas phase at a distorted geometry (wB97M-V/def2-TZVPD).

```
10
Properties=species:S:1:pos:R:3:forces:R:3:lowdin_charge:R:1
C 0.848 -0.032 -0.095 -0.20 0.39 -0.75 -0.187
C 1.813 -0.421 0.689 -1.88 0.87 -0.32 0.086
N -2.250 0.522 0.966 -0.11 -0.21 0.62 -0.170
O -0.045 0.451 -0.723 2.44 -0.53 0.82 -0.005
O -1.834 -1.606 -0.342 0.41 -1.99 -0.89 -0.350
P -1.984 -0.177 -0.345 -0.53 0.43 -1.09 0.472
H 2.587 -1.111 0.535 0.70 -0.68 -0.41 0.064
H 1.535 -0.068 1.663 0.32 0.14 0.74 0.089
H -2.520 1.456 0.899 -0.48 1.99 0.16 -0.047
H -2.045 0.445 -1.666 -0.67 -0.41 1.13 0.048
```
Forces are in eV/Å.

For the energy relative to the best compared isomer or geometry (same formula, charge and spin), the calculation gives 273.3 kJ/mol. Its spin multiplicity is 1. The molecular weight comes out at 105.03 g mol⁻¹. The total energy is -625.12716 hartree. The value obtained for the highest occupied orbital energy is -9.96 eV.

***

5.
Entry from the Open Molecules 2025 dataset: a 2-piece molecular cluster, C2H4NO3 overall at a distorted geometry (wB97M-V/def2-TZVPD).

```
10
Properties=species:S:1:pos:R:3:forces:R:3:lowdin_charge:R:1
C 0.952 -0.532 0.682 1.42 -0.19 2.25 -0.331
C 0.110 0.442 -0.071 0.61 -1.13 -2.04 -0.099
N -2.488 0.509 0.976 -0.84 0.09 0.15 -0.409
O -2.899 -0.581 1.474 -0.48 1.74 -0.58 -0.205
O -3.263 1.478 0.713 0.35 -1.96 0.76 -0.205
O 1.965 -0.349 1.387 -1.42 0.52 -1.73 -0.065
H 0.471 1.500 -0.188 -0.37 -1.11 0.59 0.087
H -0.153 0.046 -1.128 0.73 0.38 1.46 0.101
H -0.897 0.254 0.392 0.30 1.18 0.15 0.014
H 0.525 -1.551 0.890 -0.30 0.47 -1.00 0.113
```
Forces are in eV/Å.

For the energy relative to the best compared isomer or geometry (same formula, charge and spin), the calculation gives 442.0 kJ/mol. Its spin multiplicity is 1. The molecular weight comes out at 90.06 g mol⁻¹. The total energy is -359.01252 hartree. As for the charge: -1. The value obtained for the highest occupied orbital energy is -3.36 eV.

***

6.
Entry from the Open Molecules 2025 dataset: a 2-piece molecular cluster, C2H4NO3P overall at a distorted geometry (wB97M-V/def2-TZVPD).

```
11
Properties=species:S:1:pos:R:3:forces:R:3:lowdin_charge:R:1
C -0.566 0.747 -0.078 -0.27 -0.01 0.89 -0.616
C -0.125 0.630 -1.327 0.16 0.30 -0.42 -0.133
N -1.090 1.704 0.544 -1.61 0.60 3.52 -0.028
O 3.588 -1.641 2.196 0.05 0.37 0.02 -0.742
O -1.300 -1.065 2.311 0.47 1.19 1.35 -0.471
O -0.896 -2.287 0.256 1.14 -0.35 -1.01 -0.461
P -0.474 -1.128 1.083 -2.05 -0.49 -0.91 0.607
H 3.265 -0.729 2.091 0.11 -0.40 0.03 -0.242
H 0.583 -0.090 -1.613 0.65 -0.73 -0.43 0.000
H -0.241 1.597 -1.807 -0.01 -0.30 -0.65 0.025
H -1.675 1.558 1.445 1.37 -0.16 -2.39 0.059
```
Forces are in eV/Å.

For the energy relative to the best compared isomer or geometry (same formula, charge and spin), the calculation gives 337.9 kJ/mol. Its spin multiplicity is 1. The molecular weight comes out at 121.03 g mol⁻¹. The total energy is -700.33359 hartree. As for the charge: -2. The value obtained for the highest occupied orbital energy is 0.44 eV.

***

7.
Entry from the Open Molecules 2025 dataset: a 2-piece molecular cluster, C2H4NO4 overall (wB97M-V/def2-TZVPD).

```
11
Properties=species:S:1:pos:R:3:forces:R:3:lowdin_charge:R:1
O -1.660 -0.419 -0.052 -0.30 0.00 -0.36 -0.010
C -0.853 -0.881 0.730 -0.25 0.20 0.73 -0.414
N 0.471 -0.687 0.708 0.14 -0.47 -0.34 0.106
C 1.161 -0.447 -0.637 0.42 0.04 -0.55 -0.722
O 1.607 0.698 -0.774 -0.11 0.08 0.09 -0.040
O 1.209 -1.439 -1.368 -0.06 0.12 0.46 -0.019
H -1.206 -1.449 1.622 0.11 0.00 -0.14 0.117
H 0.986 -1.322 1.297 0.03 -0.02 0.07 0.112
H -1.269 1.631 -0.550 0.06 -0.08 0.07 -0.010
H 0.218 1.938 -0.518 -0.44 0.18 0.02 -0.003
O -0.664 2.378 -0.456 0.41 -0.05 -0.05 -0.116
```
Forces are in eV/Å.

For the energy relative to the best compared isomer or geometry (same formula, charge and spin), the calculation gives 88.3 kJ/mol. Its spin multiplicity is 1. The molecular weight comes out at 106.06 g mol⁻¹. The total energy is -434.43340 hartree. As for the charge: -1. The value obtained for the highest occupied orbital energy is -4.98 eV.

***

8.
Entry from the Open Molecules 2025 dataset: an isolated ion of composition C2H4NOS2 and charge -1 at a distorted geometry (wB97M-V/def2-TZVPD).

```
10
Properties=species:S:1:pos:R:3:forces:R:3:lowdin_charge:R:1
C 2.663 0.486 -0.262 -0.48 -0.01 0.63 -1.272
C -0.301 0.521 -0.027 0.76 0.05 2.98 -0.253
N 1.134 -1.827 -0.778 -0.64 -1.50 0.14 -0.455
O 2.396 1.555 -0.730 -0.80 0.87 -0.77 -0.131
S 4.083 -0.151 0.256 1.42 -0.86 0.31 0.440
S 1.246 -0.693 0.285 -1.42 2.91 0.57 0.716
H -0.945 0.021 -0.683 -0.57 -0.89 -1.35 -0.029
H 0.110 1.450 -0.452 -0.41 -0.18 0.47 0.005
H -0.958 0.593 0.969 1.81 0.34 -1.88 0.053
H 0.683 -2.477 -0.110 0.33 -0.73 -1.10 -0.074
```
Forces are in eV/Å.

For the energy relative to the best compared isomer or geometry (same formula, charge and spin), the calculation gives 150.5 kJ/mol. Its spin multiplicity is 1. The molecular weight comes out at 122.19 g mol⁻¹. The total energy is -1004.95992 hartree. As for the charge: -1. The value obtained for the highest occupied orbital energy is -3.87 eV.

***

9.
Entry from the Open Molecules 2025 dataset: C2H4NP as an isolated structure at a distorted geometry (wB97M-V/def2-TZVPD).

```
8
Properties=species:S:1:pos:R:3:forces:R:3:lowdin_charge:R:1
C 0.894 -1.256 -0.404 -2.03 -0.09 2.09 0.022
C 0.448 -0.587 1.332 1.70 -1.63 -3.42 -0.039
N 0.029 -0.124 0.257 -0.07 0.50 -1.96 -0.555
P -1.198 1.070 -0.259 1.42 1.42 -0.40 0.816
H 1.851 -0.806 -0.602 0.73 0.95 0.17 -0.061
H 0.302 -0.248 2.285 -0.66 0.76 2.45 0.036
H -1.808 0.231 -1.133 -0.70 -1.05 -0.67 -0.152
H -0.517 1.719 -1.476 -0.39 -0.87 1.74 -0.067
```
Forces are in eV/Å.

For the energy relative to the best compared isomer or geometry (same formula, charge and spin), the calculation gives 546.3 kJ/mol. Its spin multiplicity is 1. The molecular weight comes out at 73.03 g mol⁻¹. The total energy is -474.46563 hartree. The value obtained for the highest occupied orbital energy is -8.22 eV.

***

10.
Entry from the Open Molecules 2025 dataset: a 2-piece molecular cluster, C2H4NP overall at a distorted geometry (wB97M-V/def2-TZVPD).

```
8
Properties=species:S:1:pos:R:3:forces:R:3:lowdin_charge:R:1
C 0.546 -0.948 -0.138 0.48 -1.89 -1.28 -0.314
C 1.228 0.291 0.186 -2.20 -0.23 -1.90 -0.061
N 0.065 -1.927 -0.517 0.11 0.76 0.55 0.126
P -3.509 0.090 0.122 1.34 0.73 -0.44 0.342
H -2.240 0.800 -0.308 -1.32 -0.73 0.44 -0.318
H 0.996 0.931 -0.686 0.20 0.19 0.69 0.100
H 2.261 0.225 0.314 1.49 -0.34 0.46 0.064
H 0.653 0.539 1.028 -0.10 1.51 1.48 0.061
```
Forces are in eV/Å.

For the energy relative to the best compared isomer or geometry (same formula, charge and spin), the calculation gives 247.8 kJ/mol. Its spin multiplicity is 1. The molecular weight comes out at 73.03 g mol⁻¹. The total energy is -474.57932 hartree. The value obtained for the highest occupied orbital energy (alpha / beta) is -8.86 / -8.81 eV.

***

What did the sixth record say?
Entry from the Open Molecules 2025 dataset: a 2-piece molecular cluster, C2H4NO3P overall at a distorted geometry (wB97M-V/def2-TZVPD).

```
11
Properties=species:S:1:pos:R:3:forces:R:3:lowdin_charge:R:1
C -0.566 0.747 -0.078 -0.27 -0.01 0.89 -0.616
C -0.125 0.630 -1.327 0.16 0.30 -0.42 -0.133
N -1.090 1.704 0.544 -1.61 0.60 3.52 -0.028
O 3.588 -1.641 2.196 0.05 0.37 0.02 -0.742
O -1.300 -1.065 2.311 0.47 1.19 1.35 -0.471
O -0.896 -2.287 0.256 1.14 -0.35 -1.01 -0.461
P -0.474 -1.128 1.083 -2.05 -0.49 -0.91 0.607
H 3.265 -0.729 2.091 0.11 -0.40 0.03 -0.242
H 0.583 -0.090 -1.613 0.65 -0.73 -0.43 0.000
H -0.241 1.597 -1.807 -0.01 -0.30 -0.65 0.025
H -1.675 1.558 1.445 1.37 -0.16 -2.39 0.059
```
Forces are in eV/Å.

For the energy relative to the best compared isomer or geometry (same formula, charge and spin), the calculation gives 337.9 kJ/mol. Its spin multiplicity is 1. The molecular weight comes out at 121.03 g mol⁻¹. The total energy is -700.33359 hartree. As for the charge: -2. The value obtained for the highest occupied orbital energy is 0.44 eV.